Record 1
Molecular formula: C14H16
Method: DFT, wB97M-V/def2-TZVPD

Structure (XYZ):
```
30
Properties=species:S:1:pos:R:3:forces:R:3
H -4.011 0.028 3.277 -0.253 0.337 -0.049
C -1.096 -2.607 0.635 1.195 0.390 0.313
C -3.214 0.480 2.692 1.401 0.226 0.361
H -0.503 0.005 2.692 0.045 -0.122 0.402
C 2.972 2.685 -0.783 0.142 -0.243 -1.010
H -2.818 -2.693 -0.628 -0.247 -0.479 0.332
C 1.603 2.777 -0.896 -0.457 -0.551 0.952
C 3.605 1.573 -1.322 1.779 0.023 0.019
H -0.187 1.598 -1.346 -0.098 0.344 0.120
H -3.529 1.300 2.044 -0.491 -0.461 -0.276
H 3.621 3.483 -0.455 -0.286 0.167 0.328
C -3.128 -1.446 1.115 1.125 -0.024 -0.632
H -0.166 -0.368 -2.938 0.293 0.611 -0.199
C -1.057 -0.763 2.173 -0.235 -0.031 -0.049
C -0.417 -1.841 1.598 -0.201 -0.172 -0.822
H 3.426 -0.354 -2.377 0.447 0.188 -0.086
C 0.794 -0.588 -2.468 -0.904 -1.455 1.030
C -2.428 -0.614 1.996 -1.249 0.192 -0.278
H 0.641 -2.019 1.739 -0.007 0.039 0.149
H 0.469 -1.270 -1.669 0.042 -0.072 0.119
C 2.970 0.529 -1.957 -2.054 0.172 1.499
C -2.399 -2.322 0.300 -0.481 0.130 0.300
H 1.360 -1.252 -3.121 0.277 0.431 -0.184
H -0.489 -3.328 0.106 -0.250 -0.152 -0.238
H 1.109 3.649 -0.484 -0.240 -0.018 -0.249
H -4.190 -1.351 0.947 -0.089 0.319 0.058
H -2.513 0.997 3.355 -0.235 -0.170 0.384
C 1.556 0.521 -1.822 0.740 0.796 -1.757
H 4.691 1.587 -1.221 -0.094 -0.211 -0.293
C 0.893 1.649 -1.326 0.384 -0.203 -0.245
```
Forces are in eV/Å.

Its relative energy (zero: lowest compared OMol25 entry of this formula, charge and spin) is 83.2 kJ/mol. As for the SMILES: Cc1ccccc1.Cc1ccccc1.

---

Record 2
Molecular formula: C14H16
Method: DFT, wB97M-V/def2-TZVPD

Structure (XYZ):
```
30
Properties=species:S:1:pos:R:3:forces:R:3
H 0.443 -1.607 2.980 -0.238 0.249 0.593
C -2.935 0.439 -2.914 0.965 -0.123 -0.106
H -2.746 -1.039 -4.452 0.367 0.082 -0.053
C -3.315 2.126 -1.016 0.853 0.529 -0.059
C 3.639 -0.670 2.486 0.129 0.709 1.215
H 4.650 0.895 -0.157 0.460 0.219 0.221
C 1.102 -0.237 1.509 0.602 0.244 -0.562
C 1.265 -0.980 2.671 -0.131 -0.740 -0.905
C -2.333 -1.856 -2.489 -1.047 -0.026 1.284
H 4.613 -0.859 2.953 -0.128 0.188 -0.500
H -4.368 2.195 -0.715 0.103 -0.456 -0.449
H 5.551 0.729 1.413 0.102 0.061 -0.230
H -2.973 -0.077 0.355 0.312 -0.218 0.009
C -2.579 -1.597 -1.135 0.465 1.332 -0.121
H -3.310 1.083 -3.680 -0.014 0.949 -0.016
H -3.098 2.917 -1.738 -0.235 -0.009 -0.002
H -2.209 -2.927 -2.633 0.167 0.303 -1.109
C -2.823 0.791 -1.553 -2.036 -0.390 -0.708
H 4.451 2.097 1.133 0.154 0.108 -0.038
C 2.189 0.419 0.947 0.446 -0.175 0.340
C -2.586 -0.814 -3.405 -0.287 -1.041 1.040
C -2.737 -0.284 -0.688 -0.141 -0.157 0.367
H -2.718 -2.351 -0.384 0.395 -0.606 -0.045
C 3.479 0.257 1.448 -0.576 -0.980 0.882
H 0.205 -0.183 0.906 -0.459 -0.100 0.556
C 4.626 1.041 0.933 -0.122 -0.096 -0.638
H 2.059 1.033 0.077 -0.176 0.292 -0.332
C 2.545 -1.196 3.168 -0.128 0.090 -0.229
H 2.684 -1.758 4.092 0.035 -0.073 -0.397
H -2.770 2.412 -0.113 0.161 -0.164 -0.010
```
Forces are in eV/Å.

Its relative energy (zero: lowest compared OMol25 entry of this formula, charge and spin) is 102.1 kJ/mol. As for the SMILES: Cc1ccccc1.Cc1ccccc1.

---

Record 3
Molecular formula: C14H16
Method: DFT, wB97M-V/def2-TZVPD

Structure (XYZ):
```
30
Properties=species:S:1:pos:R:3:forces:R:3
C 3.197 -0.120 -1.010 -0.647 -0.921 0.407
H -2.772 0.110 3.206 0.025 0.225 -0.036
C 0.633 -0.170 -0.962 -0.183 0.537 0.368
H 3.945 0.089 -1.770 0.231 0.153 0.216
H -2.678 0.252 -1.516 0.385 -0.233 0.419
H -2.680 0.146 1.021 -0.168 0.180 0.171
H -1.760 0.747 4.506 0.095 -0.081 -0.171
C 1.728 -0.303 -3.098 -0.350 0.392 0.547
C -1.887 -0.225 -0.898 -0.584 0.374 0.366
H 3.218 0.624 -0.181 0.061 -0.381 -0.770
H 1.333 -0.636 3.134 0.553 -0.276 -0.156
C 0.603 -0.146 0.523 -2.536 0.690 0.709
C -0.642 0.123 2.748 2.127 -0.066 1.155
H 2.629 -0.315 -3.683 0.222 -0.079 -0.217
H -2.032 1.748 3.072 -0.160 -0.440 0.049
H -1.675 -0.314 -3.531 0.650 0.183 0.498
C -0.556 0.113 1.253 1.419 -0.429 -1.422
C -1.882 0.711 3.420 0.433 -0.017 -0.382
H -2.190 -1.283 -0.808 0.204 0.246 0.194
H -1.883 1.517 0.330 0.041 1.117 -0.061
C -0.701 -0.244 -3.012 0.852 -0.124 -0.362
C 0.484 -0.337 -3.732 0.077 -0.009 -0.678
C 1.831 -0.175 -1.711 -0.067 -0.312 0.556
H 0.451 -0.426 -4.825 0.036 0.015 0.437
C -1.806 0.464 0.459 -0.254 -1.601 0.438
C -0.600 -0.143 -1.629 -0.329 -0.715 -0.843
H 1.507 -0.269 1.064 0.725 -0.270 0.239
C 0.428 -0.252 3.539 -2.892 0.904 -0.281
H 3.445 -1.126 -0.545 -0.278 1.092 -0.532
H 0.309 -0.160 4.637 0.310 -0.154 -0.856
```
Forces are in eV/Å.

Its relative energy (zero: lowest compared OMol25 entry of this formula, charge and spin) is 90.5 kJ/mol. As for the SMILES: C=C(C)C1=Cc2c(C)cccc2CC1.

---

| no. | HOMO energy (eV) | frontier orbital gap (eV) |
| --- | --- | --- |
| 1 | -8.9 | 9.751 |
| 2 | -8.9 | 9.748 |
| 3 | -7.6 | 7.915 |